[1]
Density functional theory data (ωB97M-V/def2-TZVPD) for a cluster of 3 separate species, C6H11BNO2S in total in a non-equilibrium geometry.

Geometry as XYZ:
```
22
Properties=species:S:1:pos:R:3
B -0.03 1.74 -1.37
C -2.20 0.74 0.89
C -1.01 1.12 1.57
C -2.24 -0.45 0.24
C 0.07 0.31 1.59
C -1.18 -1.34 0.24
C -0.03 -0.95 0.93
N 2.66 -0.70 -1.34
O -0.62 2.74 -0.72
O 0.60 0.79 -1.77
S 1.28 -2.14 1.15
H -3.09 1.51 1.02
H -0.95 2.19 1.90
H -3.28 -0.79 -0.05
H 1.05 0.63 1.94
H -1.31 -2.37 0.08
H 3.24 -0.13 -1.98
H 2.55 -1.72 -1.80
H 3.12 -0.88 -0.42
H -1.31 3.12 -1.16
H 1.73 -0.23 -1.19
H 0.95 -3.18 0.23
```

Values from the calculation:
total charge = +1
E_LUMO = -3.4 eV
highest occupied orbital energy = -0.4334 hartree
orbital gap = 8.42 eV
energy above the lowest of the compared OMol25 structures with the same formula, charge and spin = 18.8 kcal/mol

The computed Mulliken charges, all in e, follow: B 0.75; C -0.48; C -0.37; C -0.45; C -0.56; C -0.55; C 0.76; N -0.41; O -0.36; O -0.76; S -0.27; H 0.32; H 0.34; H 0.31; H 0.35; H 0.43; H 0.38; H 0.41; H 0.40; H 0.30; H 0.26; H 0.19

---

[2]
Density functional theory data (ωB97M-V/def2-TZVPD) for a structure of composition C29H27I2N7O3SeSm in a non-equilibrium geometry.

Geometry as XYZ:
```
70
Properties=species:S:1:pos:R:3
Sm -0.56 0.49 -0.43
I 0.87 0.05 7.96
C 0.24 0.00 5.87
C -0.50 -1.09 5.41
C -0.88 -1.10 4.04
I -2.08 -2.66 3.28
C -0.53 -0.06 3.11
O -0.86 -0.11 1.89
C 0.21 1.04 3.66
C 0.59 2.17 2.75
N 1.25 1.70 1.53
C 2.49 0.99 1.81
C 3.08 0.39 0.56
C 4.45 0.19 0.46
C 4.96 -0.36 -0.71
C 4.09 -0.68 -1.73
C 2.74 -0.45 -1.54
N 2.24 0.07 -0.41
C 0.58 1.04 5.03
H -0.78 -1.90 6.07
H 1.23 2.87 3.32
H -0.31 2.71 2.44
H 1.44 2.48 0.92
H 2.26 0.18 2.52
H 3.24 1.63 2.30
H 5.10 0.47 1.28
H 6.03 -0.52 -0.82
H 4.44 -1.07 -2.67
H 2.01 -0.68 -2.31
H 1.15 1.88 5.42
O -0.92 -3.07 -3.13
C -0.51 -2.25 -2.30
N -0.48 -0.93 -2.44
C -1.04 -0.54 -3.72
C -1.26 0.93 -3.88
C -1.34 1.49 -5.15
C -1.62 2.83 -5.29
C -1.82 3.60 -4.15
C -1.72 2.97 -2.92
N -1.45 1.67 -2.78
C 0.09 -2.79 -1.02
C 0.36 -4.15 -0.95
C 0.96 -4.66 0.19
C 1.28 -3.79 1.22
C 0.95 -2.46 1.07
N 0.38 -1.96 -0.02
H -2.02 -1.03 -3.86
H -0.42 -0.90 -4.54
H -1.16 0.86 -6.02
H -1.67 3.29 -6.27
H -2.04 4.65 -4.21
H -1.84 3.52 -2.00
H 0.08 -4.76 -1.80
H 1.19 -5.72 0.27
H 1.75 -4.13 2.13
H 1.16 -1.75 1.87
N -4.53 -1.53 0.38
C -3.50 -0.68 0.21
O -2.54 -1.02 -0.48
C -3.60 0.66 0.90
C -2.71 1.73 0.22
H -4.42 -2.48 0.06
H -5.25 -1.33 1.06
H -3.24 0.48 1.92
H -4.66 0.92 0.97
H -2.68 2.59 0.91
H -3.28 2.09 -0.65
Se 2.84 2.98 -3.37
C 1.65 2.61 -2.12
N 0.86 2.37 -1.30
```

Values from the calculation:
multiplicity = 6
total charge = -1
E_LUMO (alpha / beta) = 2.1 / 2.1 eV
highest occupied orbital energy (alpha / beta) = -0.1708 / -0.1708 hartree
orbital gap (alpha / beta) = 6.70 / 6.70 eV

The computed Mulliken charges, all in e, follow: Sm 1.17; I -0.06; C -0.54; C -0.25; C 0.23; I -0.09; C -0.37; O 0.18; C 0.57; C -1.34; N 0.15; C -0.88; C 0.33; C -1.02; C -0.45; C -1.07; C -0.23; N 0.87; C -0.76; H 0.39; H 0.43; H 0.30; H 0.27; H 0.31; H 0.46; H 0.47; H 0.39; H 0.45; H 0.27; H 0.39; O -0.84; C -0.43; N 0.57; C -1.17; C 0.66; C -1.04; C -0.34; C -1.01; C -0.12; N 0.28; C 0.73; C -0.56; C -0.49; C -1.23; C -0.49; N 0.88; H 0.40; H 0.35; H 0.44; H 0.39; H 0.38; H 0.43; H 0.57; H 0.41; H 0.47; H 0.38; N -0.40; C 0.36; O -0.26; C -0.44; C -1.26; H 0.26; H 0.22; H 0.04; H 0.51; H 0.22; H 0.39; Se -0.29; C 0.04; N -0.62